74
Properties=species:S:1:pos:R:3 method="wB97M-V/def2-TZVPD" e_tot_ev=-173361.4997 fmax_ev_per_a=0.7 orbital_gap_ha=0.346 e_lumo_ev=0.5 smiles=CCOCB[C@@H](C)CC.ClCCCl.ClCCCl.ClCCCl.ClCCCl.ClCCCl.ClCCCl total_charge=0
C -0.272 1.258 3.145
C 0.660 1.573 1.956
O 1.995 1.182 2.172
C 2.230 -0.221 2.004
B 3.010 -0.513 0.669
C 3.212 -1.919 0.004
C 4.654 -2.375 0.298
C 2.199 -3.011 0.394
C 1.046 -3.081 -0.599
H -1.241 0.921 2.791
H -0.439 2.163 3.723
H 0.193 0.515 3.783
H 0.255 1.115 1.047
H 0.689 2.651 1.816
H 2.908 -0.531 2.811
H 1.317 -0.805 2.141
H 3.558 0.423 0.178
H 3.134 -1.779 -1.076
H 4.802 -2.607 1.351
H 4.854 -3.285 -0.266
H 5.382 -1.637 -0.034
H 1.830 -2.893 1.411
H 2.715 -3.973 0.369
H 0.430 -3.958 -0.426
H 1.436 -3.150 -1.613
H 0.432 -2.183 -0.532
Cl 0.289 2.758 -3.700
C 1.123 2.883 -2.129
C 2.574 2.495 -2.230
Cl 2.779 0.757 -2.561
H 0.590 2.253 -1.421
H 1.045 3.920 -1.807
H 3.069 2.696 -1.280
H 3.079 3.047 -3.019
Cl -1.728 2.113 -6.820
C -0.158 1.401 -7.280
C -0.321 0.087 -7.999
Cl -0.944 -1.192 -6.927
H 0.429 1.286 -6.372
H 0.339 2.115 -7.935
H 0.648 -0.247 -8.367
H -1.005 0.178 -8.839
Cl -3.381 -0.144 5.096
C -4.644 1.107 4.982
C -4.964 1.465 3.551
Cl -3.614 2.314 2.750
H -4.308 1.978 5.538
H -5.533 0.704 5.464
H -5.818 2.140 3.524
H -5.198 0.579 2.966
Cl 2.297 5.317 -5.448
C 0.588 5.598 -5.870
C 0.394 6.881 -6.635
Cl 0.705 8.318 -5.627
H 0.016 5.593 -4.946
H 0.266 4.754 -6.479
H -0.637 6.946 -6.976
H 1.056 6.932 -7.496
Cl -0.908 -5.388 2.175
C -2.574 -4.986 1.685
C -2.651 -3.688 0.920
Cl -2.297 -2.276 1.947
H -3.183 -4.952 2.585
H -2.923 -5.800 1.052
H -3.660 -3.554 0.533
H -1.953 -3.676 0.088
Cl -0.537 -2.028 5.470
C -1.372 -2.574 6.946
C -1.103 -4.024 7.253
Cl -1.852 -5.111 6.056
H -2.435 -2.388 6.813
H -1.008 -1.955 7.765
H -1.527 -4.277 8.223
H -0.037 -4.234 7.269